(1)
The following is a DFT calculation (ωB97M-V with the def2-TZVPD basis set) of a molecular structure, C31H40N4O12SV in a non-equilibrium geometry.

```
89
Properties=species:S:1:pos:R:3:forces:R:3
V -0.799180 1.451580 0.342326 1.7589 2.2273 1.1921
C -0.341956 -2.416834 4.048815 -0.0509 1.3817 -0.2078
N -0.994566 -1.330671 3.257162 -1.6635 -1.8396 -0.2890
C -2.254728 -1.798212 2.623383 1.9035 -0.3748 -1.5880
C -0.544664 -0.125288 3.073918 -0.1598 1.7426 0.4839
O -1.138515 0.780662 2.388191 0.5499 -1.0375 -0.6104
C 0.770205 0.198281 3.706421 1.9901 0.2374 -0.6166
O 0.866560 0.115973 5.142534 -1.5801 -0.5215 -1.3479
C 2.048501 0.527237 5.767339 0.3679 1.9603 -0.1445
C 3.182056 0.800888 4.756483 -1.5196 -2.5167 0.0493
O 3.252024 -0.150119 3.952495 1.9360 1.2391 0.4370
N 3.952561 1.871725 4.859933 1.3026 -0.0203 -0.4995
C 5.298024 1.842057 4.187609 -0.1343 0.3800 0.8274
C 3.549413 3.075955 5.575591 0.9111 1.0603 -0.7327
H -0.145485 -2.011535 5.051039 0.2356 -0.3914 -0.3488
H 0.596594 -2.675620 3.512463 -0.6514 -0.3425 0.6233
H -1.117089 -3.196784 4.114106 0.8769 0.0116 -0.0779
H -1.995338 -2.726958 1.994449 -0.3570 1.5021 0.5777
H -2.624797 -0.970006 2.000657 -0.2446 -0.6289 0.3856
H -2.887559 -2.166570 3.392817 -0.9397 0.1564 0.5977
H 1.108824 1.171797 3.286124 -0.4657 -0.2795 0.5861
H 1.516217 -0.506083 3.246065 -0.7971 0.3728 0.3779
H 2.389406 -0.259182 6.427343 0.2031 -0.2312 0.1027
H 1.810646 1.419799 6.367327 -0.0046 -0.4598 0.0290
H 5.990733 2.345909 4.900408 -0.3362 -0.4327 -0.5146
H 5.323480 2.389449 3.241521 -0.3420 -0.0822 0.1394
H 5.614143 0.797520 4.014804 -0.3694 0.5587 0.1943
H 4.093365 3.307526 6.488376 0.2978 -0.5873 0.2360
H 2.509626 3.078563 5.805078 -0.6666 -0.0780 0.0056
H 3.747466 3.952923 4.935475 -0.1717 -0.4223 -0.0134
C 2.344283 -3.200974 -3.878510 -0.8599 0.9618 0.0229
C 2.447689 -1.625905 -3.754925 0.4780 -1.6630 -0.9957
C 3.910407 -1.225602 -3.637084 0.2272 -0.1922 0.3081
C 1.850283 -1.104314 -5.046177 -0.1157 0.4521 -0.6249
C 1.655711 -1.154021 -2.599177 -0.1962 0.4947 2.3461
C 2.272232 -0.869385 -1.372599 0.2187 0.2638 0.6784
C 1.591679 -0.349216 -0.257183 -0.8981 -0.3872 -0.6112
N 0.247660 -0.307665 -0.264566 -1.6228 -0.7855 -2.0990
C -0.462726 -0.746990 -1.443048 4.9376 0.0071 -0.3395
C 0.265899 -0.992323 -2.618748 -0.4671 -0.2580 0.0386
C -1.868257 -0.859638 -1.473937 -3.7843 1.3476 0.1356
C -2.688537 -1.489274 -2.480349 1.5579 0.3183 0.9012
C -4.067461 -1.322885 -2.524351 0.6074 0.5223 1.0991
C -4.588244 -0.466389 -1.516563 -0.9154 -0.7473 -0.9609
C -3.776989 0.031493 -0.520169 0.2857 0.1628 -0.5529
N -2.442061 -0.084695 -0.518374 0.1578 -0.7489 -0.0639
C -4.948409 -2.069353 -3.519220 -0.3513 0.5719 0.2214
C -5.584308 -1.005399 -4.463287 -1.0142 -1.3113 0.7731
C -5.987128 -2.895292 -2.688889 0.4985 1.0336 0.0532
C -4.159317 -3.084889 -4.368396 -0.9685 0.3983 -0.0643
H 2.994541 -3.656735 -4.615798 0.4459 0.3980 -0.1860
H 1.327385 -3.423971 -4.227707 0.0983 -0.1971 0.4220
H 2.542214 -3.658319 -2.929128 -0.0142 -0.3932 0.5357
H 4.417376 -1.473027 -4.552979 0.2506 -0.2225 -0.4369
H 4.479025 -1.707064 -2.810698 -0.5623 0.3060 -0.4861
H 3.950663 -0.153382 -3.545149 0.3005 0.5083 0.2625
H 2.462114 -1.502139 -5.885613 -0.6147 0.5209 0.3376
H 1.764502 -0.011005 -5.056700 0.5517 -0.0562 -0.1853
H 0.802835 -1.410143 -5.151520 0.3691 -0.3986 -0.2662
H 3.334215 -0.968782 -1.223922 0.1431 -0.0157 -0.2538
H 2.094454 0.033295 0.662585 -0.2889 -0.2501 -1.0030
H -0.230622 -1.056870 -3.604080 -0.0494 -0.1801 1.0259
H -2.182287 -2.086825 -3.229190 -0.0610 -0.0558 0.1529
H -5.669167 -0.202210 -1.565732 0.9816 -0.2816 0.4286
H -4.203303 0.599037 0.272541 -0.1660 0.5791 0.4289
H -6.009626 -0.162356 -3.906782 -0.3717 -0.3862 -0.0825
H -6.339277 -1.508095 -5.151063 1.0239 0.9178 0.7055
H -4.738731 -0.589173 -4.941821 0.6099 0.4847 -1.3057
H -6.785374 -2.280076 -2.230296 0.4983 -0.2114 -0.2604
H -5.441129 -3.418624 -1.894213 -0.2985 -0.0827 -0.1532
H -6.431809 -3.596429 -3.368297 -0.4181 -0.5065 -0.1446
H -3.393906 -2.679968 -5.025840 0.0080 0.3581 0.0333
H -4.916441 -3.567396 -5.014372 0.5780 -0.1500 0.3273
H -3.688423 -3.771532 -3.686071 0.1210 -0.7130 0.0087
O 4.113514 4.886641 2.722856 0.3160 0.5558 0.1201
C 3.271124 4.724728 1.881215 1.1982 -1.3716 -0.5572
C 2.939671 3.348354 1.283988 -0.4783 -1.6220 0.1729
O 3.569464 2.263592 1.244150 -0.3165 2.2520 0.0906
C 1.523053 3.453188 1.013300 0.5146 1.0990 0.6607
C 0.945046 4.755332 1.467693 -0.9799 -0.7931 -2.8906
O -0.253144 5.002013 1.486092 1.2652 0.1902 0.7315
C 2.181249 5.702144 1.487766 -1.0120 0.3002 2.5367
O 2.210442 6.898957 1.637513 0.0199 -0.6677 -0.8171
O 0.894228 2.425186 0.572698 -3.4840 -2.2745 -0.0369
O -3.411659 2.704941 -1.800428 0.6820 -0.9511 0.2909
S -2.120400 2.994656 -1.235408 0.1294 4.2115 0.4408
O -0.969235 2.046416 -1.556716 -0.6481 -0.8863 0.6202
O -2.159027 2.710633 0.394057 0.6000 -1.2212 -1.6944
O -1.661897 4.363711 -1.431608 -0.5957 -1.8186 0.3073
```
Forces are in eV/Å.

Calculated values
* LUMO level (alpha / beta): -0.0788 / -0.0766 hartree
* HOMO energy (alpha / beta): -7.183 / -7.062 eV
* multiplicity: 2
* orbital gap (alpha / beta): 5.0 / 5.0 eV

Atom charges from the Löwdin analysis, given in e for atoms 1 to 2:
1 V 1.10
2 C 0.02


(2)
The following is a DFT calculation (ωB97M-V with the def2-TZVPD basis set) of C31H40N4O3 in the gas phase in a non-equilibrium geometry.

```
78
Properties=species:S:1:pos:R:3:forces:R:3
C 5.760725 6.202025 -0.729924 0.0587 -0.0980 0.1199
N 6.277309 4.949846 -0.181721 0.4487 0.5727 -0.8156
C 7.729637 4.874689 -0.193409 -0.1417 -0.0952 0.0834
C 5.507416 4.034471 0.491074 -0.5361 -0.4934 0.7416
C 4.092459 4.176013 0.592988 0.5207 -0.3016 0.0612
C 3.355772 3.353909 1.442900 0.3544 0.1368 0.0718
C 3.971542 2.338842 2.187808 0.2748 -0.6120 0.2154
C 3.284730 1.659165 3.410579 3.7868 2.3727 0.5741
C 4.223082 0.946769 4.339247 -0.1080 -1.0146 0.9441
C 3.798322 0.072485 5.286534 0.6532 0.9490 -1.2310
N 4.522548 -0.397468 6.357769 0.1135 -0.4943 0.3429
C 3.826554 -1.202532 7.355253 0.3942 -0.1542 -0.3983
C 2.581050 -0.513847 7.917335 -0.1925 0.0994 0.2832
C 1.750349 -1.488894 8.710504 -0.0993 0.1922 0.0110
C 1.224480 -2.612276 8.064127 -0.0647 -0.0973 0.5463
C 0.548597 -3.582299 8.809548 0.0842 0.2320 0.0097
C 0.390616 -3.414910 10.191224 0.0950 0.1881 -0.0443
C 0.883131 -2.264645 10.823963 -0.0685 -0.0732 -0.2733
C 1.547876 -1.291086 10.076657 -0.0241 -0.4349 -0.1306
C 4.885995 -1.402060 8.429807 0.2495 -0.3370 0.4494
O 4.800985 -2.088169 9.444651 -0.0488 0.6817 -1.0014
N 5.976968 -0.668788 8.056441 -0.4782 -0.2543 0.4526
C 7.116191 -0.561316 8.936586 0.2596 0.1964 -0.1617
C 5.792517 0.150077 6.861411 -0.3533 0.1854 -0.2743
C 5.673667 1.636111 7.226169 0.0817 0.0052 0.2146
C 6.979655 -0.039379 5.908006 0.0709 -0.2743 0.1674
N 2.112207 1.060298 3.080596 -3.4126 -2.0385 -1.1541
C 2.049768 -0.289234 2.655693 0.3613 -0.6501 -0.0087
O 3.032821 -1.018457 2.620518 -1.2124 1.2205 -0.1112
C 0.665520 -0.826273 2.275008 -0.0953 -0.0256 0.0768
C -0.538928 0.067050 2.643393 0.4211 -0.2366 -0.2439
C -1.784820 -0.433933 1.917832 -0.0396 0.0175 -0.1085
C -0.798348 0.119934 4.154407 -0.0716 0.0695 0.0351
C -0.139226 1.459767 2.146851 -0.1328 0.3262 0.2018
C 1.022878 1.951536 2.966436 -0.1672 0.8101 0.5179
O 1.054538 3.054289 3.503421 -0.2357 -1.3916 -0.7405
C 5.304791 2.036459 1.891555 -0.0875 0.4782 0.1365
C 6.090074 2.904899 1.140735 -0.2236 0.4577 -0.5232
H 4.693702 6.138987 -0.973381 0.4255 0.0145 0.0447
H 5.917951 7.050908 -0.037669 -0.1515 -0.2605 -0.1231
H 6.317049 6.435585 -1.652874 -0.3012 -0.1109 0.2683
H 8.067439 3.843232 -0.322839 -0.0062 0.1678 -0.0628
H 8.108852 5.469063 -1.034442 -0.1030 -0.2032 0.2042
H 8.185183 5.271715 0.728022 -0.1001 -0.0796 -0.0800
H 3.572708 4.959638 0.045986 0.1256 -0.2156 0.2206
H 2.291858 3.562718 1.545264 0.3239 0.0147 0.0646
H 3.023222 2.489323 4.076436 -0.2264 0.2431 -0.5364
H 5.231113 1.363275 4.333986 -0.4931 -0.1455 0.2277
H 2.788958 -0.359522 5.198157 0.5541 0.2623 0.1544
H 3.576277 -2.189307 6.929836 -0.0454 0.2803 0.1953
H 2.907955 0.330345 8.548386 -0.2139 -0.2221 -0.2031
H 1.981819 -0.098964 7.094087 0.2125 -0.0832 0.1734
H 1.380154 -2.732776 6.987639 -0.1172 -0.0430 0.3494
H 0.160164 -4.469568 8.305190 0.0769 0.2401 0.2356
H -0.115974 -4.183724 10.777616 0.1432 0.2366 -0.1777
H 0.764893 -2.125972 11.899186 -0.0350 -0.1044 -0.2850
H 1.954537 -0.389181 10.541490 -0.1316 -0.3597 -0.0419
H 6.982702 -1.269329 9.757115 -0.0349 0.1011 -0.1869
H 8.032272 -0.801846 8.388369 -0.0326 0.0151 0.1595
H 7.206682 0.451986 9.348284 0.0003 -0.1611 -0.0241
H 4.914067 1.782905 8.006878 0.1628 -0.0117 -0.2484
H 6.647801 1.967900 7.606371 -0.2657 0.1370 -0.0380
H 5.416307 2.233311 6.344373 0.0532 -0.1160 0.2616
H 7.233826 -1.104719 5.839852 -0.0811 0.2397 -0.0881
H 6.781264 0.349369 4.906660 0.0229 -0.1043 0.2437
H 7.834379 0.505817 6.328042 -0.0655 -0.1786 -0.2039
H 0.564393 -1.840607 2.694609 0.1730 0.3446 -0.0968
H 0.685221 -0.938999 1.176161 0.0441 -0.0278 0.3308
H -1.597393 -0.496713 0.835654 -0.1274 -0.0077 0.2559
H -2.066853 -1.430340 2.285461 0.0517 0.2063 -0.1346
H -2.631959 0.246066 2.084915 0.1799 -0.1693 -0.0309
H 0.089123 0.465075 4.705742 -0.3007 -0.1340 -0.0484
H -1.617163 0.829570 4.344117 0.2239 -0.1723 0.0827
H -1.099929 -0.858153 4.552288 0.1124 0.1773 -0.1451
H 0.163538 1.442409 1.084617 -0.1254 -0.0725 0.3053
H -0.939760 2.193852 2.272447 0.0488 -0.1175 -0.0570
H 5.743514 1.122926 2.296433 0.0140 0.3973 0.0655
H 7.165923 2.735773 1.075015 -0.4254 -0.0921 -0.0675
```
Forces are in eV/Å.

Calculated values
* LUMO level: 0.0229 hartree
* HOMO energy: -7.210 eV
* orbital gap: 7.8 eV
* SMILES: CN(C)c1ccc([C@H](/C=C/N2[C@H](Cc3ccccc3)C(=O)N(C)C2(C)C)N2C(=O)CC(C)(C)CC2=O)cc1

Atom charges from the Löwdin analysis, given in e for atoms 1 to 2:
1 C -0.06
2 N -0.20


Energy relative to the best compared isomer or geometry (same formula, charge and spin) per entry: 86.2 0.0 kJ/mol